C18H37BF3NO2S | ωB97M-V/def2-TZVPD

CARTESIAN COORDINATES (ANGSTROEM)
C -5.802057 -4.078215 0.970249
C -4.484154 -3.148896 0.747326
C -4.597540 -2.574502 -0.730864
C -3.235116 -2.094210 -1.418397
C -1.955250 -2.004285 -0.473747
C -1.836572 -0.597269 0.335192
C -2.253364 -0.847701 1.858402
C -1.342479 -0.097800 2.937731
C -0.515148 -1.091694 3.882340
C 0.196432 -2.298872 3.121045
C 1.160367 -1.872098 1.919971
C 1.867865 -0.452635 2.091025
C 3.263213 -0.423352 1.270946
C 2.910217 0.062831 -0.231831
C 2.671554 1.639067 -0.324147
C 2.078175 2.083602 -1.771654
B 2.803399 3.418602 -2.302854
C 2.320280 4.926473 -1.990111
N 1.259021 5.005554 -0.936401
S 4.360673 3.250896 -3.398434
O 5.306650 4.379806 -3.091762
O 5.019092 1.934645 -3.126718
C 3.807104 3.456072 -5.182717
F 4.513837 2.654376 -6.072832
F 2.463865 3.068056 -5.259505
F 3.902062 4.775435 -5.628001
H -5.892542 -4.336546 2.069735
H -5.600517 -5.019346 0.348625
H -6.694802 -3.495583 0.567545
H -3.604391 -3.831690 0.938081
H -4.592519 -2.315184 1.520936
H -5.009114 -3.431244 -1.376289
H -5.416129 -1.774658 -0.757883
H -3.422597 -1.029349 -1.802913
H -3.016456 -2.754046 -2.311389
H -1.798680 -2.882905 0.220105
H -1.043452 -1.999882 -1.174890
H -0.802167 -0.140169 0.217800
H -2.580486 0.126664 -0.117731
H -3.322632 -0.446878 1.969306
H -2.329410 -1.954992 2.138982
H -0.699130 0.724418 2.470538
H -2.066231 0.459707 3.632811
H 0.192693 -0.519895 4.578163
H -1.287133 -1.569801 4.585494
H 0.808001 -2.862633 3.908542
H -0.564953 -3.051972 2.714429
H 0.607061 -1.950762 0.918732
H 2.002093 -2.650794 1.862122
H 2.091447 -0.165582 3.164690
H 1.204186 0.318395 1.566379
H 4.002344 0.326515 1.703465
H 3.765638 -1.436840 1.233053
H 1.983521 -0.504016 -0.575713
H 3.760023 -0.284199 -0.914904
H 3.658962 2.153919 -0.086411
H 1.928267 2.005373 0.462529
H 0.951927 2.222621 -1.639021
H 2.225430 1.231763 -2.516229
H 1.852213 5.319043 -2.964069
H 3.232612 5.560379 -1.750965
H 1.247736 5.979602 -0.590016
H 0.347063 4.906683 -1.407890

Forces on atoms 1 to 3 (eV/Å):
1.3 0.4 -0.5
-2.1 -0.3 0.2
0.1 -0.8 -0.1

## Properties
Frontier orbital gap = 9.0136 eV
Structure (SMILES) = CCCCCCCCCCCCCCCCB(CN)S(=O)(=O)C(F)(F)F
E_tot = -44510.79342 eV
E_HOMO = -10.06 eV
M = 399.4 g/mol
Lowest unoccupied orbital energy = -1.1 eV

Electronic structure analysis, Löwdin charges in units of e: atom 1 (C): -0.135, atom 2 (C): -0.267, atom 3 (C): -0.214, atom 4 (C): -0.202, atom 5 (C): -0.214, atom 6 (C): -0.176, atom 7 (C): -0.210, atom 8 (C): -0.205, atom 9 (C): -0.217, atom 10 (C): -0.208, atom 11 (C): -0.194, atom 12 (C): -0.199, atom 13 (C): -0.188, atom 14 (C): -0.206, atom 15 (C): -0.186, atom 16 (C): -0.139, atom 17 (B): -0.257, atom 18 (C): -0.215, atom 19 (N): -0.032, atom 20 (S): 0.835, atom 21 (O): -0.338, atom 22 (O): -0.322, atom 23 (C): -0.502, atom 24 (F): 0.097, atom 25 (F): 0.071, atom 26 (F): 0.090, atom 27 (H): 0.068, atom 28 (H): 0.077, atom 29 (H): 0.074, atom 30 (H): 0.101, atom 31 (H): 0.095, atom 32 (H): 0.105, atom 33 (H): 0.114, atom 34 (H): 0.105, atom 35 (H): 0.102, atom 36 (H): 0.088, atom 37 (H): 0.103, atom 38 (H): 0.088, atom 39 (H): 0.102, atom 40 (H): 0.105, atom 41 (H): 0.088, atom 42 (H): 0.097, atom 43 (H): 0.104, atom 44 (H): 0.107, atom 45 (H): 0.111, atom 46 (H): 0.110, atom 47 (H): 0.099, atom 48 (H): 0.095, atom 49 (H): 0.108, atom 50 (H): 0.114, atom 51 (H): 0.075, atom 52 (H): 0.108, atom 53 (H): 0.101, atom 54 (H): 0.106, atom 55 (H): 0.120, atom 56 (H): 0.120, atom 57 (H): 0.114, atom 58 (H): 0.113, atom 59 (H): 0.110, atom 60 (H): 0.133, atom 61 (H): 0.123, atom 62 (H): 0.074, atom 63 (H): 0.074

=====

C4H6N6O3 | ωB97M-V/def2-TZVPD

CARTESIAN COORDINATES (ANGSTROEM)
O 0.994425 1.672770 0.422138
C 1.229805 0.435260 0.118799
O 0.051043 -0.198224 -0.370408
C -1.235529 0.187372 -0.160464
O -1.699491 1.467347 -0.421102
N -2.160127 -0.449696 -0.982943
N -3.010896 -1.101851 -0.478276
C -2.870815 -0.981795 0.931287
N -1.890394 -0.265599 1.284528
N 1.677028 -0.594988 0.952417
N 2.574936 -1.284276 0.565018
C 3.091469 -0.848460 -0.705677
N 2.384216 0.131215 -1.093791
H 1.751290 2.124087 0.846632
H -1.632769 1.712813 -1.402075
H -3.768413 -1.165978 1.523323
H -1.460580 0.161582 2.149647
H 3.684395 -1.614713 -1.201590
H 2.290405 0.613134 -1.977466

Forces on atoms 1 to 3 (eV/Å):
0.8 0.4 0.6
-1.1 -1.0 -2.8
0.4 0.4 -0.7

## Properties
Frontier orbital gap = 8.3026 eV
Structure (SMILES) = O[C@]1(O[C@@]2(O)N=NC=[NH+]2)N=NC=[NH+]1
E_tot = -19303.93982 eV
E_HOMO = -18.59 eV
Energy relative to the best compared isomer or geometry (same formula, charge and spin) = 19.29 kcal/mol
M = 186.1 g/mol
Total charge = +2
Lowest unoccupied orbital energy = -10.3 eV

Electronic structure analysis, Löwdin charges in units of e: atom 1 (O): 0.228, atom 2 (C): -0.463, atom 3 (O): 0.127, atom 4 (C): -0.487, atom 5 (O): 0.123, atom 6 (N): 0.141, atom 7 (N): 0.173, atom 8 (C): 0.033, atom 9 (N): 0.289, atom 10 (N): 0.159, atom 11 (N): 0.162, atom 12 (C): 0.064, atom 13 (N): 0.278, atom 14 (H): 0.197, atom 15 (H): 0.202, atom 16 (H): 0.181, atom 17 (H): 0.226, atom 18 (H): 0.182, atom 19 (H): 0.187